{
  "formula": "C50H40Br2CeIN3O5",
  "method": "ωB97M-V/def2-TZVPD",
  "homo_lumo_gap_ev": 7.604,
  "max_force_ev_per_a": 1.76,
  "symbols": ["Ce", "O", "C", "C", "C", "C", "C", "C", "C", "C", "C", "O", "C", "C", "C", "C", "C", "C", "C", "C", "C", "C", "C", "C", "N", "C", "C", "C", "C", "C", "C", "C", "C", "C", "C", "C", "C", "H", "H", "H", "H", "H", "H", "H", "H", "H", "H", "H", "H", "H", "H", "H", "H", "H", "H", "H", "H", "H", "H", "H", "H", "H", "H", "H", "O", "C", "C", "C", "C", "C", "C", "C", "N", "C", "C", "N", "H", "H", "H", "H", "H", "H", "H", "Br", "C", "Br", "H", "H", "I", "C", "C", "C", "C", "C", "C", "C", "O", "O", "H", "H", "H", "H"],
  "positions_angstrom": [[0.55280, 0.17929, -0.48853], [0.67879, -1.51577, 0.71247], [0.58672, -2.77251, 1.35548], [-0.46114, -2.66924, 2.50636], [-1.87850, -2.54836, 2.07325], [-2.86216, -3.51171, 2.26111], [-4.14879, -3.28898, 1.77866], [-4.41780, -2.10176, 1.10055], [-3.37309, -1.15671, 0.99335], [-3.67941, 0.18246, 0.24308], [-2.63032, 1.27081, 0.33733], [-1.40698, 0.75538, -0.21593], [-3.00585, 2.44280, -0.56088], [-2.60467, 2.38231, -1.87794], [-2.85856, 3.40567, -2.76422], [-3.51268, 4.56088, -2.31984], [-3.87142, 4.67205, -0.98728], [-3.63013, 3.59597, -0.11091], [-2.37827, 1.69216, 1.79933], [-3.26276, 1.43072, 2.85782], [-3.02274, 1.92171, 4.12741], [-1.91096, 2.68160, 4.36080], [-1.00072, 2.93550, 3.32921], [-1.23882, 2.42831, 2.06241], [-2.15949, -1.39465, 1.45230], [1.95463, -3.03597, 1.85737], [2.18108, -3.11650, 3.19706], [3.43985, -3.38992, 3.71569], [4.48384, -3.57050, 2.83175], [4.25697, -3.53723, 1.44008], [3.02059, -3.22914, 0.95623], [0.19079, -3.95380, 0.50753], [0.37692, -5.21463, 1.05711], [-0.31751, -6.33101, 0.57923], [-1.11937, -6.22487, -0.52627], [-1.24130, -4.97082, -1.14394], [-0.61208, -3.83793, -0.62275], [-0.14296, -1.75412, 3.02181], [-0.37080, -3.56924, 3.15509], [-2.61299, -4.45492, 2.70321], [-4.83667, -4.10424, 1.87810], [-5.37250, -1.86992, 0.66716], [-4.59722, 0.61134, 0.58780], [-3.74323, 0.00876, -0.82949], [-2.06134, 1.51689, -2.25687], [-2.49807, 3.29900, -3.79893], [-3.66515, 5.38560, -3.02582], [-4.32052, 5.56125, -0.55939], [-3.97432, 3.68131, 0.92608], [-4.15258, 0.84341, 2.67845], [-3.74243, 1.76280, 4.90273], [-1.74548, 3.07970, 5.35296], [-0.13396, 3.54301, 3.51928], [-0.56689, 2.67847, 1.25940], [1.38509, -2.98911, 3.91578], [3.59990, -3.42239, 4.77302], [5.48561, -3.75645, 3.20350], [5.12222, -3.67285, 0.80943], [2.88481, -3.07479, -0.10856], [0.99765, -5.27054, 1.94633], [-0.21897, -7.29257, 1.08189], [-1.71460, -7.06174, -0.84616], [-1.82736, -4.78317, -2.01929], [-0.84901, -2.86662, -1.05983], [0.95378, -1.10172, -2.20180], [1.89483, -1.83752, -2.76603], [1.49637, -2.94090, -3.53196], [2.42001, -3.63042, -4.27285], [3.76546, -3.26344, -4.24888], [4.19994, -2.23427, -3.44891], [3.25412, -1.45549, -2.77316], [3.59886, -0.17200, -2.14092], [3.01631, 0.39955, -1.09889], [3.63259, 1.62217, -0.90902], [4.58225, 1.79178, -1.87138], [4.54015, 0.64083, -2.60049], [0.41194, -3.12552, -3.55829], [2.13561, -4.49004, -4.88799], [4.45866, -3.83340, -4.84696], [5.26066, -2.06444, -3.36766], [3.38433, 2.28681, -0.09348], [5.20502, 2.64195, -2.08203], [4.96624, 0.48648, -3.49503], [2.27866, 1.16400, 3.44964], [2.68806, 2.97029, 3.79694], [2.46705, 4.08135, 2.30098], [3.64586, 3.06445, 4.23337], [1.99112, 3.35128, 4.54133], [-1.24536, 8.43200, -3.87221], [-0.62970, 6.55363, -3.04797], [-0.15664, 5.58664, -3.91295], [0.25324, 4.34801, -3.44785], [0.21014, 4.06136, -2.08608], [-0.28926, 5.02831, -1.20838], [-0.72364, 6.27219, -1.68956], [0.55732, 2.71275, -1.56830], [0.42930, 1.76478, -2.34819], [0.93279, 2.57252, -0.36710], [-0.13928, 5.78600, -4.97203], [0.57105, 3.57138, -4.17368], [-0.30689, 4.77618, -0.16918], [-1.15662, 6.98798, -1.01519]]
}